22 unconnected molecules or ions with the total composition C90H218N6O22 at a distorted geometry, computed with ωB97M-V with the def2-TZVPD basis set.

Element x y z (Å)
O1 -2.24 0.87 -6.73
O2 -3.43 -0.33 6.76
O3 4.77 -4.98 5.06
O4 -2.68 -2.29 -6.81
O5 7.05 4.60 -0.16
O6 1.82 -4.43 -7.86
O7 4.25 3.69 6.92
O8 -2.47 3.47 -5.64
O9 -2.04 -2.34 4.30
O10 1.90 -5.88 4.78
O11 2.22 2.07 5.62
O12 1.06 3.78 -5.63
O13 -2.24 6.38 1.71
O14 -0.88 -7.35 -1.56
O15 -5.68 -1.65 -3.09
O16 0.94 -5.10 -1.17
O17 -6.78 -2.73 -0.84
O18 -6.90 -4.96 0.87
O19 -0.46 -2.52 -0.96
O20 8.54 0.32 -0.60
O21 7.72 2.20 1.13
O22 -3.50 4.92 -0.36
N1 -2.94 -2.97 5.08
N2 2.34 4.22 -5.22
N3 -4.91 4.94 -0.04
N4 2.78 -4.39 -6.78
N5 -0.99 6.25 2.17
N6 0.39 -1.75 -0.19
C1 2.21 -5.61 -0.76
C2 -5.68 -1.12 0.51
C3 -1.05 0.62 -6.01
C4 2.19 -3.61 -5.65
C5 3.44 3.31 -5.62
C6 4.82 4.02 -5.39
C7 -2.54 1.65 7.55
C8 1.80 -6.11 3.40
C9 0.01 6.18 -0.16
C10 -4.83 -4.64 6.59
C11 7.63 0.53 2.88
C12 4.90 -3.82 3.03
C13 -7.06 6.11 -0.31
C14 -5.86 -5.85 0.43
C15 1.32 -1.19 1.97
C16 -2.47 0.66 6.47
C17 4.56 4.79 6.17
C18 0.08 -1.75 1.23
C19 -4.50 -4.11 3.38
C20 3.38 3.05 -7.16
C21 -6.52 -6.88 -0.45
C22 -3.44 -4.33 7.15
C23 -7.01 3.71 0.22
C24 -1.83 3.91 -3.27
C25 -0.14 0.49 -1.30
C26 3.14 -4.49 -0.28
C27 -4.92 -1.73 4.20
C28 6.90 0.38 -2.25
C29 -1.91 -6.87 -0.62
C30 1.75 -2.22 -6.02
C31 -1.77 4.96 4.09
C32 -0.94 3.73 1.98
C33 1.59 -0.99 -2.18
C34 -3.44 -2.52 -2.42
C35 -1.14 -0.80 1.52
C36 -5.53 3.58 -0.02
C37 1.82 0.10 1.45
C38 5.18 4.35 4.84
C39 2.85 -7.05 2.92
C40 -4.35 -3.09 4.59
C41 4.61 -5.46 -8.01
C42 2.09 3.82 -2.69
C43 3.34 -3.40 -4.63
C44 -5.27 6.35 -2.19
C45 3.10 -6.85 -6.57
C46 -4.94 7.40 0.01
C47 -2.76 4.24 -4.43
C48 1.47 6.54 1.82
C49 3.72 5.58 -3.68
C50 -1.15 -3.38 6.81
C51 0.67 4.90 3.46
C52 0.01 6.80 1.24
C53 -4.96 2.72 1.12
C54 4.10 -4.65 -4.26
C55 3.36 1.92 -4.89
C56 2.07 0.02 -0.06
C57 -2.42 -3.62 -6.42
C58 1.76 5.19 2.40
C59 -7.68 4.80 -0.67
C60 -1.47 -6.82 0.78
C61 -0.24 8.36 1.02
C62 -2.39 -4.00 6.04
C63 -1.59 0.17 -4.69
C64 1.78 -0.35 5.64
C65 7.30 1.99 2.46
C66 4.87 4.33 0.78
C67 4.75 -2.63 5.23
C68 -2.67 1.15 5.04
C69 1.31 5.97 -3.86
C70 -0.78 5.00 2.88
C71 3.72 -5.49 -6.71
C72 -0.17 -3.23 1.81
C73 5.71 4.29 -0.43
C74 4.96 4.68 -3.96
C75 -8.03 -0.77 -0.41
C76 7.30 -0.26 -0.93
C77 -5.26 -3.46 5.79
C78 4.70 -5.31 -5.56
C79 -4.24 -1.45 -3.25
C80 2.38 4.83 -3.85
C81 -5.53 6.16 -0.66
C82 1.06 -4.35 -4.94
C83 -1.70 -4.22 -7.60
C84 -5.30 2.83 -1.33
C85 -1.90 -5.28 5.31
C86 2.70 0.78 5.23
C87 0.90 -0.55 -0.88
C88 5.30 -3.81 4.50
C89 -6.99 -1.78 0.13
C90 3.31 5.60 5.89
H1 -2.15 2.95 -2.87
H2 6.56 -0.15 -0.14
H3 -0.20 3.63 1.19
H4 -7.46 2.72 0.11
H5 -3.33 -2.36 -7.51
H6 2.29 1.74 -4.74
H7 7.07 5.55 -0.23
H8 3.82 -3.80 2.89
H9 -2.31 -4.20 -8.50
H10 -4.26 6.43 -2.58
H11 2.77 -3.90 0.56
H12 -4.31 -1.41 3.35
H13 -4.24 2.79 -1.58
H14 -1.05 -7.75 1.16
H15 -6.25 -3.68 5.40
H16 5.20 -4.55 -8.10
H17 -3.94 -0.46 -2.93
H18 -5.35 -0.69 -0.44
H19 5.13 -4.79 2.58
H20 -7.59 6.90 -0.84
H21 3.81 -4.96 4.96
H22 -3.66 1.59 5.06
H23 2.62 -1.75 -6.48
H24 1.04 0.84 1.63
H25 -0.18 0.67 -2.38
H26 3.72 6.42 -4.38
H27 2.10 6.83 0.99
H28 -5.49 -4.10 2.92
H29 -5.42 -2.57 6.40
H30 -6.85 -4.21 0.27
H31 -3.17 4.90 0.54
H32 -3.79 3.99 -4.19
H33 2.17 -1.86 1.84
H34 -3.72 -3.84 2.67
H35 3.03 -7.77 3.73
H36 8.34 1.07 -0.04
H37 -7.47 -2.24 1.00
H38 -8.76 4.84 -0.54
H39 5.32 3.98 1.71
H40 1.03 4.14 -6.52
H41 1.39 -1.54 -5.26
H42 -4.80 3.36 1.99
H43 7.86 2.67 3.11
H44 4.57 5.36 0.99
H45 -7.00 -6.50 -1.36
H46 -5.63 1.80 -1.33
H47 -7.08 4.04 1.26
H48 0.09 -3.27 -1.18
H49 -2.36 -6.67 1.39
H50 -0.78 -5.99 0.94
H51 -4.94 -0.85 4.84
H52 7.00 -0.22 2.40
H53 -2.38 -2.55 -2.71
H54 6.20 4.01 5.01
H55 7.52 3.08 0.81
H56 2.59 -6.98 -5.61
H57 0.78 -6.40 3.15
H58 -7.56 -0.28 -1.27
H59 2.50 -7.61 2.05
H60 3.85 -7.63 -6.72
H61 -3.05 -5.25 7.60
H62 3.61 0.67 5.81
H63 6.01 -0.16 -2.59
H64 6.24 2.21 2.57
H65 0.19 -4.44 -5.59
H66 -5.46 -4.87 7.45
H67 3.97 3.75 0.55
H68 -4.95 -1.85 0.83
H69 -7.59 4.56 -1.73
H70 -7.23 6.28 0.75
H71 0.31 5.56 -4.00
H72 5.58 3.24 -5.50
H73 -6.55 -2.33 -1.68
H74 1.75 7.23 2.62
H75 3.01 2.51 5.95
H76 1.61 4.38 -1.89
H77 -1.47 4.25 4.86
H78 2.34 1.04 -0.32
H79 -3.42 2.27 7.45
H80 -8.39 0.02 0.25
H81 -0.91 -5.14 4.88
H82 2.86 -3.10 -3.70
H83 5.57 -4.71 -5.80
H84 -0.86 -0.48 -4.21
H85 -2.59 1.33 8.59
H86 2.81 0.78 4.15
H87 -0.21 8.86 1.99
H88 3.24 -3.75 -1.08
H89 0.54 -3.92 1.34
H90 -7.23 -7.49 0.11
H91 -5.92 -0.35 1.25
H92 -1.27 -0.69 2.59
H93 -5.16 -5.20 -0.11
H94 1.09 -1.11 3.03
H95 3.47 -5.40 -3.79
H96 0.69 5.63 4.27
H97 -8.94 -1.26 -0.76
H98 2.94 -0.63 -0.16
H99 0.36 -5.83 -1.39
H100 -1.99 4.69 -2.53
H101 -1.85 1.85 4.85
H102 1.40 -5.35 -4.68
H103 -5.45 8.29 -0.36
H104 2.58 2.39 -7.48
H105 -0.88 2.87 2.64
H106 -1.44 -2.43 7.27
H107 4.36 2.75 -7.52
H108 2.70 5.22 2.95
H109 -5.60 1.92 1.50
H110 -1.46 -5.26 -7.40
H111 -6.10 -0.88 -3.49
H112 -5.12 7.47 1.08
H113 1.33 6.68 -3.04
H114 3.44 6.41 5.16
H115 1.76 -6.72 5.22
H116 4.15 -4.81 -0.05
H117 5.90 5.23 -3.96
H118 0.59 8.79 0.45
H119 5.15 5.15 4.11
H120 4.94 -4.38 -3.62
H121 -4.72 -5.53 5.97
H122 6.56 1.40 -2.08
H123 1.39 3.05 -2.99
H124 -1.81 -3.51 -5.53
H125 5.31 5.32 6.75
H126 0.16 5.10 -0.18
H127 -1.80 5.94 4.55
H128 -3.86 -3.52 -2.50
H129 -1.92 3.76 1.49
H130 5.17 -1.69 4.87
H131 -4.02 -1.66 -4.30
H132 0.75 -3.83 -4.03
H133 3.67 -2.51 5.13
H134 -5.42 -6.38 1.27
H135 5.08 3.89 -3.22
H136 1.53 6.71 -4.64
H137 -1.17 0.16 -1.15
H138 6.38 -3.93 4.64
H139 -1.45 0.28 6.49
H140 -1.60 2.20 7.52
H141 -2.78 -7.52 -0.70
H142 -3.86 7.37 -0.11
H143 5.27 -2.94 2.52
H144 -2.05 -1.05 0.97
H145 -5.74 5.52 -2.71
H146 -1.30 -7.74 -2.33
H147 -5.73 -7.55 -0.79
H148 2.35 -6.96 -7.35
H149 3.75 1.07 -5.44
H150 4.05 -2.66 -4.99
H151 -2.75 4.55 3.88
H152 -4.01 2.24 0.89
H153 5.42 4.99 -1.22
H154 3.78 -6.52 2.73
H155 4.06 -5.50 -8.96
H156 7.72 0.34 -2.97
H157 5.20 -6.22 -5.23
H158 -1.14 8.50 0.43
H159 -3.51 -3.65 8.00
H160 2.87 6.08 6.76
H161 1.96 -5.18 2.86
H162 2.54 -6.11 -1.67
H163 -2.72 5.33 -4.53
H164 -5.68 3.39 -2.19
H165 2.08 -1.21 5.04
H166 -2.45 -0.49 -4.82
H167 -4.33 -5.15 3.64
H168 5.03 4.81 -6.11
H169 0.79 6.58 -0.82
H170 -1.15 -3.68 1.68
H171 1.01 -2.18 -6.81
H172 1.87 -0.48 6.72
H173 -5.81 7.15 -2.69
H174 2.04 -6.41 -0.03
H175 -1.71 -6.13 5.96
H176 7.46 0.56 3.96
H177 -0.94 6.44 -0.63
H178 3.24 3.98 -7.71
H179 4.64 3.46 4.48
H180 -0.50 -0.14 -6.56
H181 2.72 0.43 1.96
H182 -0.78 3.75 -3.53
H183 -2.50 7.27 1.95
H184 -3.52 -2.29 -1.36
H185 0.10 -3.36 2.86
H186 5.59 3.33 -0.93
H187 2.16 -0.16 -2.59
H188 -2.35 -5.93 -0.95
H189 -0.91 -3.95 7.71
H190 2.54 4.94 5.49
H191 1.82 4.38 1.68
H192 -3.37 -4.10 -6.17
H193 5.01 -2.80 6.27
H194 3.81 2.00 -3.90
H195 -2.58 -5.68 4.55
H196 0.04 1.41 -0.74
H197 -0.95 0.18 1.09
H198 5.42 -6.19 -8.03
H199 8.69 0.31 2.75
H200 3.80 6.11 -2.73
H201 -2.52 -0.04 -6.83
H202 -0.33 1.43 -5.91
H203 -1.92 0.99 -4.05
H204 -0.29 -3.12 6.20
H205 -1.80 -2.95 3.60
H206 7.36 -1.34 -1.07
H207 2.95 3.33 -2.23
H208 4.05 4.10 7.76
H209 -3.22 -1.12 6.25
H210 2.21 -3.94 -8.58
H211 -5.87 -1.92 3.70
H212 0.85 3.93 3.93
H213 0.89 -1.32 -2.95
H214 -2.63 0.35 4.30
H215 0.75 -0.18 5.31
H216 -1.52 3.59 -5.69
H217 2.35 -1.76 -2.09
H218 -0.74 -3.72 -7.74

## Properties
Gap between HOMO and LUMO ... 8.09 eV
Total charge ... 0
HOMO level ... -0.289 Eh
E_tot ... -5543.21483 Ha